{
  "formula": "CH7O2PSYb",
  "method": "ωB97M-V/def2-TZVPD",
  "elements": ["O", "S", "O", "C", "P", "H", "H", "H", "H", "H", "H", "H", "Yb"],
  "positions_angstrom": [[-1.286986, -2.182075, 0.233614], [-1.309560, -0.818130, -0.179639], [-1.646208, 0.141976, 0.959193], [0.099332, -0.275327, -0.969197], [1.621508, 0.561805, 0.202265], [-2.358411, -0.580554, -1.000529], [0.468860, -1.181305, -1.461573], [-0.225038, 0.453251, -1.719127], [2.446782, 0.286617, -0.890891], [0.847421, 1.733232, 0.197998], [1.438150, -0.481080, 1.119454], [2.664271, 1.170231, 0.975106], [-2.760122, 1.171358, 2.533325]],
  "atomic_forces_ev_per_a": [[0.1, 0.3, 0.0], [-0.1, -0.4, 0.0], [-0.4, 0.7, 0.4], [-0.4, -0.3, -0.2], [0.8, 0.2, 0.4], [-0.1, -0.1, 0.0], [0.1, 0.1, 0.0], [0.1, 0.0, 0.0], [-0.1, 0.0, -0.1], [-0.1, -0.1, 0.0], [-0.1, 0.0, 0.0], [0.0, 0.0, 0.0], [0.3, -0.4, -0.4]],
  "total_charge": 2,
  "fmax_ha_per_bohr": 0.0173,
  "gap_ev": 6.0,
  "homo_ev": -15.93,
  "energy_ha": -2090.24349
}



{
  "formula": "CH7OPSi",
  "method": "ωB97M-V/def2-TZVPD",
  "elements": ["C", "O", "Si", "P", "H", "H", "H", "H", "H", "H", "H"],
  "positions_angstrom": [[0.666513, -1.370619, 0.412944], [0.577940, 1.279105, -0.986702], [0.068468, 0.514470, 0.377480], [-1.981924, 1.449568, 0.509858], [-0.140747, -2.013284, 0.059316], [1.456322, -1.502459, -0.387165], [1.097168, -1.735002, 1.409416], [0.141568, 1.274847, -1.820862], [1.041657, 1.395039, 1.849149], [-2.185191, 1.537581, 1.937000], [-1.088781, 2.538933, 0.614660]],
  "atomic_forces_ev_per_a": [[0.6, 0.6, -0.1], [0.9, -0.1, 0.7], [2.4, 0.3, 2.8], [-0.1, -0.1, 0.7], [-0.1, -0.1, 0.4], [-0.6, 0.4, 1.0], [-0.8, 0.7, -1.4], [-0.6, -0.1, -0.7], [-1.5, -1.5, -2.4], [0.1, -0.5, -0.5], [-0.2, 0.3, -0.2]],
  "de_lowest_kj_mol": 17.6,
  "fmax_ha_per_bohr": 0.0720,
  "gap_ev": 9.7,
  "homo_ev": -9.10,
  "energy_ha": -748.35241
}



{
  "formula": "CH7OS2",
  "method": "ωB97M-V/def2-TZVPD",
  "elements": ["O", "H", "H", "H", "C", "S", "S", "H", "H", "H", "H"],
  "positions_angstrom": [[3.428240, 1.679964, 0.187443], [-0.449084, -1.183166, -0.352535], [2.927316, 0.877195, 0.332517], [3.717578, 1.798122, -0.719543], [-2.649446, 0.955714, 0.041873], [-1.915758, -0.665708, -0.259034], [1.036153, -0.790440, 0.144163], [-2.753603, 1.135867, 1.114070], [-3.609741, 0.779816, -0.473750], [-2.096791, 1.811182, -0.343397], [1.105162, -2.121374, 0.418667]],
  "atomic_forces_ev_per_a": [[0.0, 0.6, 0.7], [1.7, 0.9, -0.1], [0.3, 0.0, -0.5], [-0.2, -0.5, -0.1], [1.4, 0.3, 1.1], [-0.8, -0.4, 0.1], [-2.0, -0.6, -0.3], [-0.4, -0.4, -0.2], [0.1, 0.0, 0.0], [-0.2, -0.2, -0.7], [0.0, 0.3, 0.2]],
  "total_charge": 1,
  "de_lowest_kj_mol": 430.4,
  "fmax_ha_per_bohr": 0.0416,
  "gap_ev": 5.3,
  "homo_ev": -14.67,
  "energy_ha": -913.45763
}



{
  "formula": "CH8BF7MgO7S",
  "method": "ωB97M-V/def2-TZVPD",
  "elements": ["Mg", "C", "F", "F", "F", "S", "O", "O", "O", "B", "F", "F", "F", "F", "O", "H", "H", "O", "H", "H", "O", "H", "H", "O", "H", "H"],
  "positions_angstrom": [[-0.776224, 0.395217, -0.490273], [2.794682, -0.284745, 1.611893], [3.328754, 0.826669, 1.093460], [2.749079, -1.206242, 0.637449], [3.595487, -0.725844, 2.581294], [1.090780, 0.034008, 2.258536], [0.255488, -0.132528, 1.070407], [0.943517, -0.937738, 3.268975], [1.092768, 1.426554, 2.665690], [-1.286151, -2.801580, -0.864792], [-1.322252, -2.824839, -2.278920], [-1.480705, -1.365424, -0.549845], [-2.316167, -3.536176, -0.303738], [-0.038472, -3.178226, -0.373056], [0.172596, 2.258084, -0.374324], [0.153287, 2.851756, -1.133837], [0.440757, 2.795294, 0.384955], [-1.826528, 0.953092, -2.047819], [-1.565564, 0.820273, -2.968379], [-2.407415, 1.724021, -2.054948], [-2.074195, 1.030237, 0.916216], [-2.186678, 1.041015, 1.873804], [-2.896701, 1.388697, 0.558360], [0.928187, -0.146585, -1.541557], [1.715268, 0.391559, -1.680466], [0.916401, -0.796548, -2.259086]],
  "atomic_forces_ev_per_a": [[1.4, -1.0, 1.4], [-0.2, -0.4, 0.0], [0.1, 0.2, -0.2], [0.2, 0.1, 0.2], [-0.1, 0.1, -0.2], [0.4, 1.6, -0.3], [0.2, -0.5, 0.2], [-0.4, -1.0, 0.8], [0.1, 0.0, -0.1], [0.3, -1.0, -0.3], [0.1, 0.1, 0.4], [-0.4, 0.0, 0.0], [0.3, 0.5, -0.2], [-0.5, 0.4, -0.3], [0.0, 0.7, -0.5], [0.1, 0.0, 0.1], [0.0, -0.4, 0.3], [-0.5, 0.8, -0.8], [0.0, -0.3, 0.1], [0.0, -0.1, -0.1], [-1.2, 0.7, -0.3], [0.4, -0.3, 0.0], [-0.1, -0.1, 0.3], [-0.1, 0.1, -1.1], [0.0, -0.1, 0.2], [0.0, -0.2, 0.3]],
  "fmax_ha_per_bohr": 0.0434,
  "gap_ev": 8.4,
  "homo_ev": -9.94,
  "energy_ha": -1892.17828
}



{
  "formula": "CH8BrNSi2",
  "method": "ωB97M-V/def2-TZVPD",
  "elements": ["C", "N", "Si", "Si", "Br", "H", "H", "H", "H", "H", "H", "H", "H"],
  "positions_angstrom": [[-0.158635, -1.473926, 0.065715], [-0.020467, -0.089554, 0.268020], [1.431987, 0.623158, -0.320150], [-1.475775, 0.956533, 0.398393], [0.248335, -1.980732, -1.749778], [0.950515, -2.109974, 0.962802], [-1.164923, -1.880906, 0.352075], [1.135575, 0.970087, -1.643437], [1.404648, 1.734365, 0.564808], [2.651152, -0.179778, -0.209286], [-0.940584, 1.791814, 1.429706], [-1.645369, 1.591847, -0.895455], [-2.416460, 0.047067, 0.776586]],
  "atomic_forces_ev_per_a": [[2.2, -1.2, 3.4], [-1.3, -1.0, 0.0], [-0.1, -0.4, 0.9], [3.6, -0.1, -0.7], [0.0, -0.6, -0.6], [-3.3, 1.3, -2.6], [1.2, 0.2, -0.2], [0.2, 0.7, -1.7], [0.6, 1.3, 0.5], [0.1, -0.2, 0.1], [-0.4, 1.1, 0.6], [-0.5, 0.4, -0.3], [-2.2, -1.4, 0.7]],
  "de_lowest_kj_mol": 165.4,
  "fmax_ha_per_bohr": 0.0853,
  "gap_ev": 9.7,
  "homo_ev": -9.02,
  "energy_ha": -3250.56138
}



{
  "formula": "CH8CrO7",
  "method": "ωB97M-V/def2-TZVPD",
  "elements": ["Cr", "C", "O", "O", "O", "O", "H", "H", "O", "H", "H", "O", "H", "H", "O", "H", "H"],
  "positions_angstrom": [[-0.066529, 0.091471, 0.007941], [1.044471, 1.977471, -0.588059], [1.014471, 0.741471, -1.241059], [2.144471, 2.480471, -0.382059], [0.157471, 1.859471, 0.327941], [-1.453529, 0.028471, -1.354059], [-1.962529, 0.897471, -1.418059], [-1.624529, -0.393529, -2.214059], [0.440471, -1.666529, -0.752059], [-0.328529, -2.053529, -1.206059], [0.945471, -2.371529, -0.371059], [-1.616529, -0.272529, 1.282941], [-1.607529, -0.841529, 2.119941], [-2.549529, 0.009471, 1.177941], [1.613471, -0.243529, 1.249941], [1.292471, -0.001529, 2.179941], [2.556471, -0.241529, 1.179941]],
  "atomic_forces_ev_per_a": [[1.7, -0.5, 0.0], [6.7, -2.7, 1.6], [0.3, 1.5, -1.9], [-2.0, 1.3, -1.7], [-4.0, 2.2, 1.7], [-3.2, 1.8, -1.2], [1.0, -1.4, 0.1], [0.5, 0.1, 0.3], [-1.3, -0.9, -0.8], [0.6, -0.3, 0.1], [0.6, -0.7, 0.4], [-1.1, -1.5, 2.6], [-0.1, 1.2, -1.6], [0.7, -0.1, 0.0], [-2.9, 0.0, 2.3], [1.5, -0.3, -1.7], [1.0, 0.4, -0.1]],
  "total_charge": 1,
  "de_lowest_kj_mol": 0.0,
  "fmax_ha_per_bohr": 0.1438,
  "gap_ev": [8.4, 8.5],
  "homo_ev": [-12.69, -12.77],
  "energy_ha": -1613.82166,
  "s_squared": 3.7744,
  "multiplicity": 4
}



{
  "formula": "CH8FNSi2",
  "method": "ωB97M-V/def2-TZVPD",
  "elements": ["C", "N", "F", "Si", "Si", "H", "H", "H", "H", "H", "H", "H", "H"],
  "positions_angstrom": [[1.764025, 0.294619, 0.606984], [-1.644579, 0.077754, 0.680409], [2.632803, 0.965110, -0.116225], [-2.777435, 0.765530, -0.268320], [1.136882, -1.150352, -0.490550], [0.982243, 0.935232, 0.972278], [2.289997, -0.211451, 1.371004], [-0.825976, 0.636230, 0.923858], [0.253418, -0.461587, -1.511953], [-3.157774, 2.115629, -0.506031], [-3.821449, -0.050424, -0.652271], [0.806852, -2.275579, 0.372166], [2.360996, -1.640712, -1.381345]],
  "atomic_forces_ev_per_a": [[-1.9, -2.7, 0.0], [-0.3, 0.8, -1.1], [2.3, 2.4, -1.9], [1.9, -0.6, 2.0], [1.2, 0.7, -1.7], [-0.2, 0.3, 0.4], [0.5, -0.2, 1.5], [-0.5, 0.0, 0.2], [0.0, -0.8, 0.5], [0.2, 1.2, -0.3], [-1.5, -1.4, -0.7], [-0.6, -0.2, 0.0], [-1.1, 0.5, 1.0]],
  "de_lowest_kj_mol": 294.2,
  "fmax_ha_per_bohr": 0.0737,
  "gap_ev": 9.5,
  "homo_ev": -9.94,
  "energy_ha": -776.37805,
  "smiles": "FC[SiH3].N=[SiH2]"
}



{
  "formula": "CH8N2O",
  "method": "ωB97M-V/def2-TZVPD",
  "elements": ["N", "C", "N", "H", "H", "H", "H", "H", "H", "H", "H", "O"],
  "positions_angstrom": [[-0.338644, -0.297556, -1.870130], [-0.177683, -0.427069, -0.459410], [0.916995, 0.406792, 0.074311], [-0.375573, 0.658540, -2.170972], [0.071936, -0.891104, -2.606654], [-1.130393, -0.205608, 0.019342], [0.137664, -1.439675, -0.152983], [1.812486, 0.024586, -0.158713], [0.865450, 1.406122, -0.085886], [-0.078807, -0.042803, 1.971218], [-0.969336, 0.868681, 2.763102], [-0.734096, -0.060907, 2.676776]],
  "atomic_forces_ev_per_a": [[-0.6, -0.6, -1.7], [1.6, -0.1, -0.1], [-0.9, -0.1, 1.2], [-0.1, 0.1, -0.1], [0.0, 0.4, 1.4], [0.2, 0.2, 0.2], [-0.6, 0.2, -0.5], [0.3, 0.1, -0.2], [-0.1, -0.3, -0.3], [0.4, 0.0, -0.2], [-0.1, -0.1, 0.1], [-0.2, 0.2, 0.1]],
  "de_lowest_kj_mol": 29.6,
  "fmax_ha_per_bohr": 0.0373,
  "gap_ev": 9.8,
  "homo_ev": -8.90,
  "energy_ha": -227.62978,
  "smiles": "NCN.O"
}



{
  "formula": "CH8N2O",
  "method": "ωB97M-V/def2-TZVPD",
  "elements": ["N", "H", "H", "H", "H", "N", "C", "O", "H", "H", "H", "H"],
  "positions_angstrom": [[2.134512, 0.700408, 0.569467], [1.948623, 1.459547, -0.069509], [1.286710, 0.339625, 0.985541], [0.619673, -2.578720, 0.246463], [2.635337, -0.030757, 0.082141], [-1.271699, 0.657868, -1.131932], [-0.989701, -0.423038, -0.387407], [-0.587448, -0.332689, 0.845855], [-1.111688, 1.511222, -0.596931], [0.817025, -3.266836, 0.044314], [0.073477, -0.801596, -0.794776], [-1.551991, -1.385105, -0.497651]],
  "atomic_forces_ev_per_a": [[0.5, 0.0, 0.0], [-0.1, 0.0, 0.0], [-0.1, 0.1, -0.1], [0.0, -0.1, 0.1], [0.0, 0.0, 0.0], [0.0, -1.5, -1.5], [0.1, 1.2, 2.1], [0.3, -0.8, 0.2], [0.2, -0.1, 0.3], [0.0, 0.1, -0.1], [-0.9, 0.8, -0.1], [0.0, 0.3, -1.0]],
  "de_lowest_kj_mol": 550.5,
  "fmax_ha_per_bohr": 0.0465,
  "gap_ev": 7.0,
  "homo_ev": -9.68,
  "energy_ha": -227.43138
}



{
  "formula": "CH8N2O",
  "method": "ωB97M-V/def2-TZVPD",
  "elements": ["N", "C", "N", "H", "H", "H", "H", "H", "H", "H", "H", "O"],
  "positions_angstrom": [[-1.885338, -0.828260, 0.653975], [-0.532080, -0.812433, 0.152163], [0.191737, 0.466125, 0.287155], [-2.368517, -0.035997, 0.222322], [-1.906683, -0.845727, 1.678375], [-0.553761, -1.150691, -0.896981], [0.101535, -1.566868, 0.620330], [-0.105839, 0.902706, 1.172470], [-0.141696, 1.195441, -0.359207], [2.396524, 1.366217, -1.782710], [2.049284, 0.619561, -0.551702], [2.754834, 0.689926, -1.196189]],
  "atomic_forces_ev_per_a": [[2.0, 2.3, 0.3], [1.5, -2.5, -1.4], [-3.2, 1.0, 0.6], [-0.9, -0.4, 0.3], [-0.8, -0.3, -0.1], [0.1, 0.6, 0.1], [-0.4, 0.0, 0.4], [1.0, -0.3, 0.3], [0.5, -0.4, -0.5], [0.4, 0.1, -0.3], [0.2, -0.3, 0.5], [-0.4, 0.2, -0.2]],
  "total_charge": 1,
  "de_lowest_kj_mol": 46.7,
  "fmax_ha_per_bohr": 0.0673,
  "gap_ev": [10.9, 5.2],
  "homo_ev": [-14.94, -14.90],
  "energy_ha": -227.28215,
  "s_squared": 0.7599,
  "multiplicity": 2
}